# C4H3GdLiO6

A structure of composition C4H3GdLiO6 in a non-equilibrium geometry (ωB97M-V/def2-TZVPD, OMol25).

The geometry in XYZ format:
```
15
Properties=species:S:1:pos:R:3:mulliken_charge:R:1
Gd -4.53 1.55 -3.06 1.11
O 2.06 -2.11 1.07 -0.84
O -0.59 1.00 -1.43 -0.19
O -2.82 0.89 -1.11 -0.70
O -2.01 1.60 -3.02 -0.73
O 0.88 -0.24 1.57 -0.27
O 1.58 -1.59 3.17 -0.83
C 0.76 0.10 0.25 -0.43
C -1.82 1.17 -1.84 1.32
C 1.52 -1.40 1.94 0.99
C -0.28 0.92 -0.07 -0.31
Li 2.59 -3.27 2.69 0.90
H -1.06 1.19 0.66 0.36
H 1.11 -0.65 -0.47 0.49
H 2.61 0.83 -0.35 0.12
```

Its expectation value of S² is 16.823. As for the net charge: +1. The calculation puts the LUMO energy (alpha / beta) at -6.1 / -4.4 eV. Its spin multiplicity is 8. The relative energy (zero: lowest compared OMol25 entry of this formula, charge and spin) comes out at 37.4 kcal per mole. The HOMO energy (alpha / beta) comes out at -10.564 / -11.138 eV.

# C32H53N9O4

A structure of composition C32H53N9O4 in a non-equilibrium geometry (ωB97M-V/def2-TZVPD, OMol25).

The geometry in XYZ format:
```
98
Properties=species:S:1:pos:R:3:mulliken_charge:R:1
O -4.17 2.13 -0.36 -0.72
O -0.46 1.53 0.42 0.50
O 1.30 -2.02 -0.39 -0.43
O 3.46 0.65 3.33 -0.75
N 1.71 -1.71 -3.38 -0.05
N 2.38 -3.03 1.33 -0.06
N -1.24 -2.63 0.04 0.40
N 0.01 3.51 0.45 0.55
N -1.95 1.46 2.26 0.67
N -3.90 0.24 0.77 -0.24
N -2.48 -0.71 -3.25 0.14
N 0.36 -0.28 -0.61 1.47
N 1.64 1.41 2.30 -0.05
C -2.34 0.67 -1.06 1.06
C 2.40 2.38 1.42 -1.38
C 2.38 -1.08 -4.41 -0.57
C -1.10 -2.35 -1.37 -0.01
C 1.77 4.03 -0.79 -0.42
C -0.58 -0.09 -4.12 1.94
C -3.51 1.11 -0.19 0.47
C 1.57 5.06 0.06 -0.75
C 0.43 4.82 0.86 -0.68
C 0.77 3.07 -0.56 -0.11
C -1.45 1.02 -4.07 -1.27
C -0.03 0.39 0.46 1.64
C -1.67 -3.92 0.18 -0.89
C 1.39 -4.11 1.65 -0.55
C 2.22 -2.11 0.40 1.17
C 1.36 0.03 4.30 -0.48
C -2.67 1.53 3.40 -0.16
C 3.80 -1.67 -2.74 -0.47
C -1.33 -3.52 -2.01 0.05
C 0.47 0.23 -1.91 -0.81
C -1.23 -1.17 -3.57 -2.17
C -2.70 0.62 -3.56 0.23
C -1.49 -4.56 -1.12 -1.25
C -0.72 2.35 3.80 -0.65
C -2.00 2.24 4.32 -1.29
C 2.54 -2.05 -2.38 -1.57
C -0.74 2.03 2.45 0.96
C 2.24 0.70 3.21 0.62
C 0.03 -0.48 1.69 -2.77
C 3.73 -0.98 -4.01 -1.14
C 3.35 -1.19 -0.02 -1.38
C -4.76 0.65 1.86 -1.57
H -0.74 -0.38 2.46 0.73
H 1.08 -4.31 2.68 0.39
H 0.75 2.08 -0.98 -0.22
H -3.41 -0.63 0.91 0.23
H 2.54 3.91 -1.53 0.50
H -4.96 1.72 1.94 0.42
H 4.55 -0.54 -4.56 0.47
H -0.16 5.26 1.65 0.45
H -2.21 0.96 1.41 -0.31
H 0.03 -1.54 1.42 1.74
H -4.35 0.24 2.78 0.46
H -1.98 -4.32 1.13 0.64
H 3.16 -0.76 -1.00 0.08
H 3.08 -2.89 2.05 0.38
H -3.72 1.27 3.48 0.11
H 0.05 2.15 1.73 -0.90
H -1.02 -1.36 -1.81 -0.44
H 1.95 6.07 -0.02 0.46
H 1.96 3.37 1.51 0.58
H -0.09 -0.40 -2.60 -2.12
H 0.41 -3.94 1.19 -0.01
H -1.31 -3.48 -3.09 0.58
H 1.51 0.16 -2.22 0.48
H 3.41 -0.42 0.74 0.14
H 1.73 -5.04 1.18 0.32
H 0.44 -0.27 -4.43 -0.02
H 1.83 -0.01 5.28 0.43
H -1.21 2.01 -4.45 0.41
H 2.21 2.08 0.38 0.13
H 1.91 -0.77 -5.33 0.52
H -3.11 -1.23 -2.65 0.59
H 0.71 -1.79 -3.29 0.85
H 4.70 -1.75 -2.14 0.50
H -1.65 -5.59 -1.42 0.51
H -2.39 2.54 5.28 0.46
H -2.02 -0.17 -0.45 -0.49
H -2.59 0.25 -2.04 -0.94
H 0.11 1.22 -2.21 0.81
H 0.47 -1.28 -0.57 -0.91
H 0.63 1.40 2.30 -0.37
H 0.90 -0.13 2.24 -0.91
H 0.11 2.74 4.37 0.52
H 4.28 -1.75 -0.16 0.46
H 1.13 -0.97 3.93 0.12
H -0.84 -2.17 -3.42 1.12
H -1.14 -1.95 0.78 -0.50
H -3.62 1.18 -3.48 0.56
H -5.73 0.15 1.88 0.49
H 0.44 0.60 4.17 0.02
H 2.19 -2.47 -1.45 1.68
H -0.80 3.01 0.78 0.73
H -1.48 1.34 -1.07 0.37
H 3.47 2.42 1.62 0.46
```

The calculation puts the LUMO energy at 0.1 eV. The relative energy (zero: lowest compared OMol25 entry of this formula, charge and spin) comes out at 480.6 kcal per mole. The HOMO energy comes out at -7.345 eV.

# C5H12O

A cluster of 2 separate species, C5H12O in total (ωB97M-V/def2-TZVPD, OMol25).

The geometry in XYZ format:
```
18
Properties=species:S:1:pos:R:3:nbo_charge:R:1
O 1.37 0.66 -0.74 -0.69
C -0.40 -1.48 -1.62 -0.66
C 0.54 -0.63 2.06 -0.86
C 0.02 0.77 -0.61 0.35
C -0.36 2.03 0.12 -0.66
C -0.84 -0.17 -1.02 -0.34
H 0.47 2.34 0.77 0.23
H -1.24 1.87 0.74 0.22
H -1.90 0.00 -0.85 0.21
H 0.32 -2.01 -0.96 0.21
H -0.16 -0.63 1.23 0.22
H 1.12 0.29 2.05 0.21
H 1.57 -0.17 -1.20 0.48
H 1.23 -1.48 1.95 0.21
H -1.24 -2.16 -1.75 0.23
H -0.56 2.85 -0.58 0.23
H 0.08 -1.36 -2.60 0.21
H -0.01 -0.73 3.00 0.21
```

The SMILES is C/C=C(/C)O.C. The calculation puts the LUMO energy at 0.9 eV. The relative energy (zero: lowest compared OMol25 entry of this formula, charge and spin) comes out at 19.9 kcal per mole. The HOMO energy comes out at -8.445 eV.

# C10H15N2

A cluster of 2 separate species, C10H15N2 in total in a non-equilibrium geometry (ωB97M-V/def2-TZVPD, OMol25).

The geometry in XYZ format:
```
27
Properties=species:S:1:pos:R:3:nbo_charge:R:1
N -1.29 -0.66 1.47 -0.47
N 0.89 2.66 0.71 -0.67
C -0.36 -0.63 -0.63 -0.16
C -1.52 0.14 -0.63 0.08
C 1.40 -2.69 -0.03 -0.04
C -2.05 0.11 0.69 0.11
C -0.27 -1.20 0.67 0.17
C -2.09 1.02 -1.68 -0.66
C 0.63 -1.00 -1.59 -0.11
C 1.56 -1.93 -1.23 -0.22
C 0.62 -2.19 1.01 -0.21
C 1.96 3.73 0.89 -0.42
H -1.78 0.75 -2.69 0.27
H -1.52 1.96 -1.66 0.23
H 2.41 -2.06 -1.87 0.26
H 1.68 4.46 1.64 0.26
H -0.02 3.04 0.99 0.44
H 2.21 4.20 -0.05 0.26
H 0.66 -0.53 -2.56 0.25
H 2.08 -3.53 0.06 0.26
H 1.12 1.91 1.33 0.45
H -3.15 1.15 -1.53 0.27
H 0.72 2.38 -0.25 0.45
H -1.63 -1.02 2.35 0.46
H -2.91 0.63 1.09 0.25
H 2.81 3.20 1.29 0.24
H 0.47 -2.75 1.92 0.26
```

Its expectation value of S² is 0.777. As for the net charge: +2. The calculation puts the LUMO energy (alpha / beta) at -7.0 / -10.0 eV. Its spin multiplicity is 2. The HOMO energy (alpha / beta) comes out at -16.071 / -16.536 eV.

Number 1 is which compound?
C4H3GdLiO6